(1)
# CH13O5S

A 6-piece molecular cluster, CH13O5S overall at a distorted geometry (ωB97M-V/def2-TZVPD, the Open Molecules 2025 dataset).

The geometry in ORCA input format:
```
! RIJCOSX wB97M-V def2-TZVPD def2/J DEFGRID3
* xyz -1 1
C -1.5472 -1.3130 -0.0924
S -0.1467 -1.6111 1.1997
H -2.2555 -2.1656 -0.0272
H -2.0230 -0.3349 0.2640
H -1.4506 -1.0153 -1.1414
H 0.6519 -2.5242 -2.6208
H -0.1509 -1.8906 -1.4875
O -0.2813 -2.4290 -2.2611
H -3.2250 3.3388 0.9202
H -3.2231 3.2712 -0.7801
O -3.1364 3.9585 0.0926
H 1.5463 0.3186 -0.8419
H 0.5469 0.5025 0.3587
O 1.0975 1.0148 -0.3593
H 2.3327 2.8586 2.1671
H 1.9268 2.2525 0.8843
O 2.0357 3.2019 1.2528
H 2.5376 -1.6573 0.5954
H 1.9671 -3.1776 1.0211
O 2.7973 -2.5987 0.8561
*
```

As for the HOMO energy: -3.690 eV. The value obtained for the energy above the lowest of the compared OMol25 structures with the same formula, charge and spin is 63.2 kcal/mol. The calculation puts the LUMO energy at 3.085 eV. The calculation puts the gap between HOMO and LUMO at 6.8 eV.


(2)
# C21H39NP2Pt

C21H39NP2Pt as an isolated structure at a distorted geometry (ωB97M-V/def2-TZVPD, the Open Molecules 2025 dataset).

The geometry in ORCA input format:
```
! RIJCOSX wB97M-V def2-TZVPD def2/J DEFGRID3
* xyz 2 5
P 0.5597 -1.6074 -3.9839
P 0.9115 1.5418 -4.4031
C 0.3669 -0.8353 -5.6545
C 1.3424 0.3888 -5.7533
H -0.6815 -0.4764 -5.7186
H 0.4910 -1.5394 -6.5136
H 2.3896 0.0542 -5.6324
H 1.2134 0.8931 -6.7359
C 0.1288 2.8417 -5.6944
H -0.2423 3.7614 -5.2055
H -0.7126 2.4036 -6.2521
H 0.9182 3.1756 -6.3889
C 2.1934 2.7116 -3.9991
H 2.3079 3.3938 -4.8616
H 3.1052 2.1766 -3.7519
H 1.8510 3.2822 -3.1281
C -0.3553 -3.1617 -4.5755
H -0.1714 -4.0193 -3.9275
H -0.1108 -3.4191 -5.6053
H -1.4363 -2.9946 -4.5665
C 2.3113 -1.8008 -3.7621
H 2.8694 -0.7716 -3.4861
H 2.7452 -2.0754 -4.7169
H 2.5549 -2.5442 -3.0158
Pt 2.3552 -0.2995 -2.0172
C -1.8218 2.5070 -3.6535
C -2.7218 2.3007 -4.5971
C -4.0517 1.8056 -4.1193
C -3.9739 0.4069 -3.5386
C -2.9926 -0.5410 -4.0963
C -1.9406 -0.8206 -3.3499
C -1.1479 0.1231 -2.4362
C -1.4652 1.5925 -2.4691
C 1.5600 -1.7419 -0.8615
H -1.1765 3.3387 -3.5116
H -2.5981 2.6466 -5.6088
H -4.7063 1.8291 -4.9871
H -4.5158 2.4878 -3.3720
H -3.5889 0.4880 -2.5251
H -5.0010 0.0138 -3.5203
H -3.3048 -1.0912 -4.9615
H -1.7766 -1.8747 -3.0567
H 0.0152 0.0039 -2.4321
H -1.3450 -0.2284 -1.4110
H -2.3046 1.8493 -1.8138
H -0.6447 2.1424 -1.9239
H 1.9278 -1.4285 0.1329
H 1.8869 -2.7659 -1.1150
H 0.4742 -1.5679 -0.9933
C -1.0065 -0.2525 0.7476
C 0.1734 0.6404 0.3684
C 0.1876 1.8256 1.1526
C 1.4608 2.3702 1.0924
C 2.2597 1.4937 0.3226
C 3.7459 1.4601 0.2948
N 1.4480 0.5672 -0.2151
H -1.0821 -0.0284 1.8283
H -0.8910 -1.3230 0.6606
H -1.9634 0.0730 0.2780
H -0.5824 2.0711 1.8343
H 1.9188 3.1697 1.6392
H 4.1600 2.3708 -0.1657
H 4.0142 1.4208 1.3651
H 4.1681 0.6023 -0.2498
*
```

Its expectation value of S² is 6.032. As for the HOMO energy (spin up / spin down): -11.480 / -13.978 eV. The value obtained for the energy above the lowest of the compared OMol25 structures with the same formula, charge and spin is 128.2 kcal/mol. The calculation puts the LUMO energy (spin up / spin down) at -6.577 / -9.217 eV. The calculation puts the gap between HOMO and LUMO (spin up / spin down) at 4.9 / 4.8 eV.


(3)
# C4H4Si

One molecule with the formula C4H4Si at a distorted geometry (ωB97M-V/def2-TZVPD, the Open Molecules 2025 dataset).

The geometry in ORCA input format:
```
! RIJCOSX wB97M-V def2-TZVPD def2/J DEFGRID3
* xyz 0 1
C -0.5295 2.3067 0.9886
C -0.3295 1.4910 0.0858
C 0.1180 0.3849 -0.5879
C 0.2095 -1.3321 0.7345
Si 0.3291 -1.3961 -1.0826
H -0.5487 3.1451 1.6799
H -0.3781 -0.8828 1.4986
H 1.5892 -1.1984 -1.7515
H -0.4599 -2.5182 -1.5654
*
```

As for the HOMO energy (spin up / spin down): -8.300 / -8.462 eV. The value obtained for the energy above the lowest of the compared OMol25 structures with the same formula, charge and spin is 89.2 kcal/mol. The calculation puts the LUMO energy (spin up / spin down) at -0.582 / -0.898 eV. The calculation puts the gap between HOMO and LUMO (spin up / spin down) at 7.7 / 7.6 eV.


(4)
# C4H8O2

One molecule with the formula C4H8O2 at a distorted geometry (ωB97M-V/def2-TZVPD, the Open Molecules 2025 dataset).

The geometry in ORCA input format:
```
! RIJCOSX wB97M-V def2-TZVPD def2/J DEFGRID3
* xyz 0 1
O 1.6845 -0.1473 0.0354
C 0.8746 0.4888 1.2239
C -0.3678 0.9042 0.4676
C -0.8440 -0.4271 -0.1231
O -1.4998 -0.3556 -1.3819
C 0.4861 -1.1801 -0.2985
H 1.9252 0.5469 -0.6486
H 1.4693 1.3353 1.5587
H -0.2391 1.6329 -0.3693
H -1.1069 1.3221 1.1586
H -1.4816 -0.9521 0.6101
H -2.1942 0.3137 -1.3152
H 0.6807 -1.4672 -1.3245
H 0.6130 -2.0145 0.4070
*
```

As for the HOMO energy: -6.901 eV. The value obtained for the energy above the lowest of the compared OMol25 structures with the same formula, charge and spin is 122.2 kcal/mol. The calculation puts the LUMO energy at 0.598 eV. The calculation puts the gap between HOMO and LUMO at 7.5 eV.


(5)
# C10H8EuN2O5

C10H8EuN2O5 as an isolated structure at a distorted geometry (ωB97M-V/def2-TZVPD, the Open Molecules 2025 dataset).

The geometry in ORCA input format:
```
! RIJCOSX wB97M-V def2-TZVPD def2/J DEFGRID3
* xyz 3 7
Eu 1.4178 1.2449 -1.4783
O 1.8762 -1.5105 -3.8457
C 1.8364 -0.5153 -3.2936
C 1.1854 3.5174 -0.3497
O 0.9619 4.2997 0.4446
C -0.6867 1.9956 -2.9547
O -1.8142 2.0005 -3.2245
C 3.7859 1.1189 -0.8259
O 4.7367 0.8505 -0.2455
H 2.4119 2.3524 -3.4912
H 2.3066 3.0158 -3.0009
N -1.9701 -2.2256 3.7173
C -2.2026 -2.3074 2.3746
O -3.0354 -3.1001 1.9359
C -1.4166 -1.4193 1.4945
C -0.4746 -0.4893 2.0009
C 0.2211 0.2675 1.0616
N -0.1058 0.0815 -0.2279
C -0.9498 -0.8094 -0.7765
C -1.6662 -1.5875 0.1089
H -2.4761 -2.8203 4.2960
H -1.2814 -1.5944 4.1432
H -0.2524 -0.3120 3.0595
H 0.9957 1.0462 1.2643
H -1.0122 -0.8115 -1.8814
H -2.3915 -2.2886 -0.3054
*
```

Its expectation value of S² is 12.036. As for the HOMO energy (spin up / spin down): -18.278 / -18.282 eV. The calculation puts the LUMO energy (spin up / spin down) at -15.438 / -13.705 eV. The calculation puts the gap between HOMO and LUMO (spin up / spin down) at 2.8 / 4.6 eV.


(6)
# C14H44N2O7

A 7-piece molecular cluster, C14H44N2O7 overall at a distorted geometry (ωB97M-V/def2-TZVPD, the Open Molecules 2025 dataset).

The geometry in ORCA input format:
```
! RIJCOSX wB97M-V def2-TZVPD def2/J DEFGRID3
* xyz -1 2
C -3.7179 -1.9831 -1.8463
C -3.9735 -2.0129 -0.3553
C -3.2219 -0.8832 0.4625
O -5.3410 -2.0149 -0.1051
H -2.6704 -1.7406 -2.0249
H -4.3577 -1.2553 -2.3454
H -3.9671 -2.9347 -2.3158
H -3.6468 -3.0143 -0.0748
H -3.5701 -0.9398 1.4939
H -3.5484 0.1219 0.1956
H -2.1339 -0.9415 0.4929
H -5.5288 -2.1920 0.8196
C 0.6543 1.5819 4.5729
C 0.6168 3.1331 4.6860
C 0.5672 3.9265 3.3838
O -0.5123 3.5163 5.3474
H -0.1992 1.1267 4.0705
H 0.5803 1.1134 5.5543
H 1.4508 1.1577 3.9615
H 1.5129 3.4794 5.2011
H 1.1762 3.4429 2.6200
H 1.0465 4.9021 3.4652
H -0.4707 4.0693 3.0828
H -1.2340 3.2115 4.7927
O 0.6521 -1.6100 2.7793
H 1.4833 -1.6711 3.2500
H 0.0932 -2.2679 3.1928
O 0.1571 0.4261 1.0933
H -0.5240 0.8150 1.6421
H 0.4000 -0.3806 1.5478
O -2.0380 1.2338 2.5754
H -2.2831 2.0546 3.0027
H -2.8685 0.8577 2.2840
C 0.9427 2.9429 -0.4511
C 0.9472 2.0452 -1.7252
C 2.2975 1.4749 -2.0940
O 3.2605 2.4588 -2.4866
C 4.5350 1.9061 -2.7506
N -0.0954 0.9976 -1.5858
H -0.0524 2.9863 -0.0083
H 1.2228 3.8876 -0.9170
H 1.7199 2.6592 0.2586
H 0.5770 2.7340 -2.4845
H 2.1675 0.7257 -2.8750
H 2.6678 0.9596 -1.2078
H 5.1594 2.7359 -3.0818
H 4.5945 1.1135 -3.4964
H 4.8953 1.3881 -1.8618
H 0.1001 0.5416 -0.7060
H -0.9867 1.3993 -1.3321
C -0.0147 -3.8557 -3.3271
C 0.2157 -2.4576 -2.6131
C 1.6988 -2.1230 -2.2797
O 2.2406 -3.1310 -1.5018
C 1.5171 -3.4483 -0.2841
N -0.2389 -1.4251 -3.5808
H -1.0698 -4.1293 -3.3348
H 0.5250 -4.6639 -2.8335
H 0.3429 -3.7971 -4.3551
H -0.4090 -2.3691 -1.7244
H 1.6761 -1.1734 -1.7451
H 2.3045 -1.9439 -3.1680
H 1.6878 -2.6088 0.3898
H 1.9595 -4.3506 0.1380
H 0.4396 -3.5634 -0.4018
H -1.1087 -1.6724 -4.0308
H -0.3026 -0.5714 -3.0449
*
```

Its expectation value of S² is 0.750. As for the HOMO energy (spin up / spin down): 0.086 / -6.431 eV. The calculation puts the LUMO energy (spin up / spin down) at 2.576 / 2.677 eV. The calculation puts the gap between HOMO and LUMO (spin up / spin down) at 2.5 / 9.1 eV.


One value per record, in order, for calculated total energy: -820.269748, -1679.257897, -443.988236, -307.517699, -1580.668103, -1195.887768 Eh.